The following is a DFT calculation (ωB97M-V/def2-TZVPD) of a 6-piece molecular cluster, C11H37O6P2 overall.

Its HOMO-LUMO gap is 0.3245 Ha. As for the electronic energy: -42861.85710 eV. Its LUMO energy is -3.52 eV. Its relative energy (zero: lowest compared OMol25 entry of this formula, charge and spin) is 0.000 eV. The max |F| is 0.67 eV/A. The charge is +1. The spin multiplicity is 1.

Structure (XYZ):
```
56
C11H37O6P2, DFT ωB97M-V/def2-TZVPD
C 0.519 -0.220 -0.316
P 1.793 -0.383 0.963
O 3.057 -0.936 0.084
P 2.452 1.763 1.116
H -0.371 -0.709 0.071
H 0.260 0.802 -0.576
H 0.851 -0.764 -1.197
H 3.712 -1.376 0.646
H 2.891 2.383 -0.057
H 1.419 2.559 1.618
H 3.510 1.836 2.020
C 0.139 -1.527 -4.819
C -0.937 -1.266 -3.780
O -1.077 -2.342 -2.863
H -0.084 -2.442 -5.367
H 0.207 -0.704 -5.531
H 1.114 -1.648 -4.341
H -1.910 -1.145 -4.255
H -0.717 -0.339 -3.234
H -0.213 -2.501 -2.457
C 2.964 -5.071 -1.369
C 1.853 -4.377 -2.126
O 1.680 -3.015 -1.695
H 2.763 -5.062 -0.297
H 3.057 -6.108 -1.693
H 3.924 -4.580 -1.546
H 0.894 -4.858 -1.943
H 2.039 -4.402 -3.202
H 2.507 -2.546 -1.857
C -2.485 3.353 -2.570
C -1.987 2.091 -1.898
O -1.662 2.309 -0.515
H -1.738 4.145 -2.505
H -2.705 3.167 -3.621
H -3.402 3.710 -2.095
H -1.070 1.746 -2.375
H -2.727 1.290 -1.977
H -2.466 2.640 -0.098
C -2.925 4.099 2.453
C -1.484 3.693 2.682
O -1.307 2.276 2.786
H -3.555 3.742 3.267
H -3.016 5.183 2.391
H -3.309 3.680 1.519
H -1.114 4.106 3.619
H -0.855 4.079 1.870
H -1.616 1.882 1.961
C 0.120 -1.744 4.370
C 0.091 -0.618 5.386
O 0.699 0.575 4.882
H 1.150 -1.989 4.108
H -0.376 -2.640 4.742
H -0.399 -1.428 3.460
H 0.652 -0.894 6.277
H -0.935 -0.396 5.695
H 0.122 0.919 4.189
```


The following is a DFT calculation (ωB97M-V/def2-TZVPD) of one molecule with the formula CH4N6 at a distorted geometry.

Its HOMO-LUMO gap is 0.3586 Ha. As for the electronic energy: -10038.79692 eV. Its SMILES is [H]/N=c1/[nH]nnn1N. Its LUMO energy is 0.42 eV. Its relative energy (zero: lowest compared OMol25 entry of this formula, charge and spin) is 1.528 eV. The max |F| is 3.91 eV/A. The spin multiplicity is 1.

Structure (XYZ):
```
11
CH4N6, DFT ωB97M-V/def2-TZVPD
C 0.218 0.620 -0.128
H -2.218 -0.809 -0.497
H -1.485 -0.947 1.141
H 2.258 1.394 0.180
H -1.505 1.564 -0.274
N -1.331 -1.232 0.095
N -0.127 -0.662 -0.490
N 1.012 -1.487 -0.042
N 2.020 -0.702 0.062
N 1.609 0.561 -0.097
N -0.451 1.699 0.051
```


The following is a DFT calculation (ωB97M-V/def2-TZVPD) of a 8-piece molecular cluster, C8H32O8 overall at a distorted geometry.

Its HOMO-LUMO gap is 0.3768 Ha. As for the electronic energy: -25190.14770 eV. Its SMILES is CO.CO.CO.CO.CO.CO.CO.CO. Its LUMO energy is 0.33 eV. Its relative energy (zero: lowest compared OMol25 entry of this formula, charge and spin) is 4.651 eV. The max |F| is 2.31 eV/A. The spin multiplicity is 1.

Structure (XYZ):
```
48
C8H32O8, DFT ωB97M-V/def2-TZVPD
C -0.096 4.743 2.773
O -1.142 5.534 2.131
H 0.575 4.338 2.015
H 0.510 5.246 3.526
H -0.602 3.872 3.187
H -0.690 6.099 1.501
C -3.723 -3.680 1.888
O -3.997 -4.072 0.572
H -2.717 -3.841 2.277
H -3.686 -2.592 1.853
H -4.499 -3.961 2.600
H -4.319 -4.975 0.523
C 1.152 5.414 -2.179
O 2.094 6.345 -1.647
H 0.975 4.520 -1.582
H 0.210 5.963 -2.164
H 1.403 5.100 -3.193
H 2.151 7.117 -2.214
C 3.144 -6.253 -0.110
O 3.481 -7.413 -0.920
H 3.986 -5.749 0.364
H 2.545 -5.614 -0.759
H 2.451 -6.589 0.661
H 3.668 -8.169 -0.359
C 4.767 0.800 -1.474
O 4.271 -0.426 -1.972
H 4.048 1.231 -0.778
H 5.761 0.723 -1.033
H 5.026 1.447 -2.312
H 3.517 -0.719 -1.454
C 0.212 -0.021 0.926
O 0.843 -0.898 -0.113
H 0.970 0.471 1.536
H -0.386 0.766 0.468
H -0.400 -0.533 1.668
H 0.210 -1.492 -0.522
C -0.899 -3.526 -3.515
O -1.621 -2.841 -2.500
H -0.358 -4.369 -3.086
H -1.544 -3.830 -4.340
H -0.161 -2.845 -3.938
H -2.183 -3.497 -2.081
C -4.214 2.660 2.203
O -4.494 3.905 2.882
H -3.147 2.562 2.008
H -4.616 1.826 2.779
H -4.683 2.697 1.220
H -3.790 4.525 2.682
```